Entry 1:
Density functional theory data (ωB97M-V/def2-TZVPD) for a single C5H6N2O molecule at a distorted geometry.

Structure (XYZ):
```
14
Properties=species:S:1:pos:R:3:nbo_charge:R:1
C -0.20 -1.77 0.01 -0.190
C -1.18 -0.80 0.01 -0.500
C 1.14 -1.69 -0.04 0.034
C -0.92 0.51 -0.13 0.158
C 1.54 0.75 -0.15 0.784
N 1.67 1.91 0.14 -0.697
N -1.66 1.62 -0.09 -0.822
O 1.95 -0.46 -0.25 -0.508
H -0.43 -2.75 0.15 0.218
H -2.10 -1.26 0.30 0.185
H 1.97 -2.32 0.06 0.202
H 2.48 2.29 0.60 0.389
H -2.67 1.57 0.08 0.355
H -1.60 2.40 -0.69 0.392
```

- multiplicity = 1
- energy above the lowest of the compared OMol25 structures with the same formula, charge and spin (kcal per mole) = 130.5
- energy (Eh) = -378.663019
- strongest force on any atom (hartree/bohr) = 0.101
- LUMO (alpha / beta) (eV) = 0.6 / 0.6

=====

Entry 2:
Density functional theory data (ωB97M-V/def2-TZVPD) for a single C19H19F2N3O6S molecule.

Structure (XYZ):
```
50
Properties=species:S:1:pos:R:3:nbo_charge:R:1
C -5.76 2.11 -1.98 -0.613
H -4.77 1.74 -2.25 0.205
H -6.49 1.67 -2.66 0.200
C -6.10 1.77 -0.53 -0.400
H -7.06 2.20 -0.27 0.204
H -5.35 2.19 0.13 0.204
C -6.17 0.26 -0.29 -0.221
N -4.89 -0.38 -0.49 -0.632
C -4.16 -0.83 0.53 0.791
O -4.48 -0.87 1.70 -0.633
N -2.87 -1.34 0.17 -0.664
C -2.26 -1.29 -1.03 0.663
O -2.75 -0.87 -2.06 -0.607
C -0.83 -1.86 -1.02 -0.165
H -0.86 -2.89 -0.64 0.218
H -0.44 -1.84 -2.04 0.221
O 0.07 -1.09 -0.24 -0.494
C 0.15 -1.35 1.07 0.781
O -0.55 -2.18 1.62 -0.612
C 1.18 -0.55 1.75 -0.084
C 1.81 0.51 1.11 -0.246
C 2.81 1.21 1.76 0.145
C 3.16 0.87 3.07 -0.215
C 2.51 -0.17 3.71 -0.196
C 1.53 -0.89 3.06 -0.191
H 1.03 -1.71 3.54 0.238
H 2.78 -0.41 4.73 0.224
H 3.93 1.43 3.57 0.213
N 3.46 2.24 1.10 -0.847
S 3.63 2.29 -0.57 2.325
O 2.37 2.53 -1.19 -0.917
O 4.72 3.19 -0.80 -0.925
C 4.15 0.60 -0.95 -0.330
C 3.33 -0.22 -1.70 -0.173
C 3.71 -1.52 -1.94 -0.263
C 4.91 -1.99 -1.43 0.334
C 5.74 -1.14 -0.68 0.390
C 5.35 0.16 -0.44 -0.267
H 5.99 0.82 0.12 0.250
F 6.90 -1.60 -0.19 -0.305
F 5.28 -3.25 -1.65 -0.296
H 3.10 -2.20 -2.52 0.241
H 2.40 0.18 -2.08 0.252
H 4.21 2.71 1.59 0.423
H 1.50 0.81 0.12 0.253
H -2.37 -1.74 0.96 0.448
H -4.47 -0.36 -1.41 0.434
H -6.48 0.05 0.73 0.233
H -6.89 -0.19 -0.98 0.189
H -5.77 3.19 -2.12 0.215
```

- multiplicity = 1
- energy above the lowest of the compared OMol25 structures with the same formula, charge and spin (kcal per mole) = 0.0
- energy (Eh) = -1949.116010
- SMILES = CCCNC(=O)NC(=O)COC(=O)c1cccc(NS(=O)(=O)c2ccc(F)c(F)c2)c1
- strongest force on any atom (hartree/bohr) = 0.019
- LUMO (eV) = -0.3

=====

Entry 3:
Density functional theory data (ωB97M-V/def2-TZVPD) for a molecular structure, C24H18ClN2O6Os.

Structure (XYZ):
```
52
Properties=species:S:1:pos:R:3:mulliken_spin:R:1
Os 0.52 0.22 0.42 3.305
O 4.32 1.17 0.74 0.026
C 3.29 0.82 1.22 0.011
O 2.41 0.05 0.51 0.104
C 2.85 1.14 2.64 0.024
C 2.04 0.02 3.32 0.010
C 2.00 0.23 4.83 0.003
C 1.03 1.44 4.94 0.005
C 0.67 1.69 3.48 0.007
O 0.67 0.34 2.93 0.069
C 1.85 2.34 2.74 0.000
C 1.42 2.94 1.42 -0.027
O 1.67 4.07 1.10 0.022
O 0.65 2.17 0.62 0.161
H 3.77 1.35 3.18 0.002
H 2.28 -0.99 2.99 -0.001
H 1.59 -0.65 5.32 0.000
H 2.98 0.43 5.24 -0.001
H 0.14 1.18 5.52 0.000
H 1.48 2.32 5.40 -0.001
H -0.30 2.15 3.30 0.004
H 2.28 3.16 3.31 0.002
Cl -4.04 -3.53 4.45 0.003
C -2.82 -2.94 3.39 0.022
C -1.60 -3.62 3.29 -0.001
C -0.61 -3.17 2.44 0.012
C -0.80 -2.02 1.69 0.072
O 0.17 -1.64 0.86 0.086
C -2.04 -1.34 1.77 -0.008
C -2.36 -0.24 0.92 -0.021
N -1.51 0.44 0.21 -0.030
C -1.92 1.44 -0.72 -0.014
C -3.10 2.14 -0.66 -0.001
C -3.40 3.11 -1.64 0.000
C -2.53 3.38 -2.65 0.006
C -1.30 2.68 -2.73 0.008
C -0.32 2.93 -3.72 0.006
C 0.85 2.24 -3.71 0.007
C 1.07 1.28 -2.71 0.013
N 0.17 1.01 -1.78 0.150
C -1.00 1.71 -1.77 -0.027
C -3.05 -1.83 2.62 -0.006
H -1.44 -4.51 3.88 0.000
H 0.33 -3.70 2.34 0.000
H -3.41 0.02 0.83 -0.006
H -3.80 1.99 0.15 0.000
H -4.34 3.65 -1.57 0.000
H -2.76 4.13 -3.40 0.000
H -0.51 3.69 -4.47 0.000
H 1.63 2.42 -4.45 0.000
H 1.99 0.71 -2.66 0.002
H -4.00 -1.33 2.67 0.000
```

- multiplicity = 5
- energy (Eh) = -2036.979459
- strongest force on any atom (hartree/bohr) = 0.011
- LUMO (alpha / beta) (eV) = -4.2 / -5.1
- total charge = +1

=====

Entry 4:
Density functional theory data (ωB97M-V/def2-TZVPD) for a single C5H8OS molecule at a distorted geometry.

Structure (XYZ):
```
15
Properties=species:S:1:pos:R:3:nbo_charge:R:1
C 1.97 1.24 0.12 -0.417
C 0.78 1.05 -0.45 -0.200
C -2.38 -0.97 -0.07 -0.518
C -1.23 -0.24 0.55 -0.302
C 0.07 -0.29 -0.50 0.068
O 1.02 -1.25 -0.36 -0.693
S -2.55 0.79 -0.20 0.118
H 2.44 2.24 -0.02 0.215
H 2.47 0.41 0.52 0.188
H 0.23 1.86 -0.98 0.209
H -2.34 -1.63 -0.92 0.228
H -3.12 -1.41 0.58 0.221
H -0.99 -0.10 1.56 0.229
H -0.47 -0.57 -1.44 0.191
H 1.28 -1.29 0.58 0.463
```

- multiplicity = 1
- energy above the lowest of the compared OMol25 structures with the same formula, charge and spin (kcal per mole) = 51.0
- energy (Eh) = -668.657226
- SMILES = C=C[C@@H](O)[C@@H]1CS1
- strongest force on any atom (hartree/bohr) = 0.087
- LUMO (eV) = 0.8

=====

Entry 5:
Density functional theory data (ωB97M-V/def2-TZVPD) for 2 unconnected molecules or ions with the total composition C3H6N2O2 at a distorted geometry.

Structure (XYZ):
```
13
Properties=species:S:1:pos:R:3:nbo_charge:R:1
C 2.33 -0.06 -0.05 0.710
C 1.92 -1.23 -0.07 -0.776
C -2.12 -0.13 -0.31 -0.495
N -1.23 -0.15 0.88 -0.147
N -0.39 0.70 1.04 0.121
O -0.21 1.77 0.10 -0.609
O 2.78 1.01 0.00 -0.498
H 0.83 -1.17 -0.03 0.273
H 0.71 1.99 0.27 0.491
H 2.39 -2.20 -0.22 0.281
H -2.81 0.69 -0.35 0.222
H -2.70 -1.02 -0.13 0.211
H -1.50 -0.20 -1.15 0.215
```

- multiplicity = 1
- energy above the lowest of the compared OMol25 structures with the same formula, charge and spin (kcal per mole) = 123.9
- energy (Eh) = -377.761963
- SMILES = C/N=N\O.C=C=O
- strongest force on any atom (hartree/bohr) = 0.105
- LUMO (eV) = 0.8

=====

Entry 6:
Density functional theory data (ωB97M-V/def2-TZVPD) for a molecular structure, C45H52O2P2SSbY at a distorted geometry.

Structure (XYZ):
```
104
Properties=species:S:1:pos:R:3:lowdin_charge:R:1
Y -0.51 0.26 0.04 1.124
C 0.19 -2.85 2.28 -0.272
C 1.02 -1.66 2.80 -0.325
P 0.10 -0.06 2.79 1.006
C 1.34 1.19 3.26 -0.391
C 1.37 2.41 2.58 -0.157
C 2.22 3.43 2.98 -0.075
C 3.06 3.24 4.07 -0.052
C 3.04 2.02 4.76 -0.048
C 2.17 1.01 4.36 -0.068
C -0.92 -0.12 4.30 -0.368
C -1.49 1.09 4.72 -0.105
C -2.27 1.14 5.86 -0.064
C -2.50 -0.02 6.60 -0.057
C -1.93 -1.21 6.20 -0.050
C -1.14 -1.27 5.05 -0.083
C -0.01 -2.85 0.75 -0.361
P -1.70 -2.79 -0.07 1.111
C -2.58 -1.27 0.62 -0.470
C -3.14 -0.36 -0.29 -0.173
C -3.99 0.65 0.13 -0.062
C -4.30 0.78 1.48 -0.048
C -3.76 -0.11 2.40 -0.036
C -2.92 -1.13 1.97 -0.113
C -2.62 -4.05 0.91 -0.387
C -4.01 -3.97 0.98 -0.104
C -4.75 -4.95 1.62 -0.064
C -4.11 -6.04 2.20 -0.066
C -2.73 -6.15 2.12 -0.064
C -1.99 -5.16 1.48 -0.095
H -0.76 -2.93 2.80 0.070
H 0.74 -3.76 2.56 0.120
H 1.90 -1.52 2.18 0.066
H 1.37 -1.84 3.82 0.089
H 0.71 2.57 1.74 0.051
H 2.23 4.38 2.45 0.115
H 3.72 4.03 4.39 0.118
H 3.69 1.88 5.61 0.118
H 2.14 0.09 4.93 0.114
H -1.28 2.00 4.17 0.087
H -2.69 2.08 6.19 0.111
H -3.10 0.02 7.50 0.117
H -2.09 -2.11 6.78 0.117
H -0.69 -2.22 4.77 0.099
H 0.37 -3.78 0.32 0.086
H 0.63 -2.09 0.27 0.009
H -2.99 -0.52 -1.36 0.110
H -4.44 1.32 -0.60 0.116
H -4.97 1.56 1.81 0.123
H -4.02 -0.04 3.45 0.121
H -2.57 -1.86 2.68 0.104
H -4.54 -3.14 0.52 0.108
H -5.83 -4.88 1.66 0.112
H -4.69 -6.81 2.70 0.113
H -2.23 -7.00 2.56 0.113
H -0.91 -5.28 1.42 0.097
C 3.96 1.58 0.71 -0.300
Sb 2.51 0.53 -0.43 1.319
C 3.24 1.05 -2.35 -0.285
C 3.45 -1.38 -0.31 -0.285
H 4.95 1.28 0.35 0.025
H 3.87 1.33 1.77 0.001
H 3.84 2.65 0.58 0.015
H 4.32 1.10 -2.26 0.022
H 2.86 2.02 -2.68 0.012
H 2.96 0.29 -3.07 -0.004
H 4.35 -1.33 -0.92 0.024
H 2.80 -2.17 -0.70 0.007
H 3.73 -1.60 0.72 0.011
O -1.21 2.29 -0.28 -0.659
S -0.84 3.78 -0.42 1.092
C -1.99 4.46 -1.56 -0.403
C -3.36 4.28 -1.38 -0.059
C -4.22 4.84 -2.30 -0.041
C -3.71 5.59 -3.36 -0.035
C -2.35 5.77 -3.52 -0.045
C -1.47 5.20 -2.61 -0.070
C -1.41 4.52 1.10 -0.392
C -2.10 3.77 2.03 -0.088
C -2.56 4.40 3.18 -0.055
C -2.32 5.75 3.38 -0.041
C -1.62 6.49 2.43 -0.042
C -1.16 5.88 1.27 -0.063
H -3.73 3.72 -0.53 0.108
H -5.29 4.71 -2.18 0.119
H -4.40 6.03 -4.07 0.121
H -1.97 6.35 -4.35 0.121
H -0.39 5.32 -2.73 0.116
H -2.29 2.72 1.86 0.084
H -3.12 3.83 3.91 0.109
H -2.69 6.24 4.27 0.120
H -1.44 7.54 2.59 0.121
H -0.62 6.45 0.52 0.124
C -0.79 0.55 -3.44 -0.044
C -0.56 -0.86 -2.90 -0.513
C 0.45 -1.61 -3.73 -0.036
O -0.16 -0.80 -1.53 -0.506
H -1.24 0.52 -4.43 0.097
H 0.17 1.08 -3.52 0.083
H -1.46 1.13 -2.80 0.057
H -1.50 -1.41 -2.95 0.119
H 1.41 -1.09 -3.74 0.064
H 0.11 -1.72 -4.76 0.097
H 0.61 -2.61 -3.31 0.088
```

- multiplicity = 1
- energy (Eh) = -3255.499039
- strongest force on any atom (hartree/bohr) = 0.044
- LUMO (eV) = -5.2
- total charge = +2

=====

Entry 7:
Density functional theory data (ωB97M-V/def2-TZVPD) for 9 unconnected molecules or ions with the total composition C29H72ClN2O18S3 at a distorted geometry.

Structure (XYZ):
```
125
Properties=species:S:1:pos:R:3:lowdin_charge:R:1
C 4.51 -1.90 4.18 -0.011
C 4.49 -0.57 5.03 -0.249
C 3.39 0.39 4.47 -0.207
O 3.46 1.58 5.22 -0.193
C 2.51 2.56 4.73 -0.048
N 4.26 -0.94 6.50 0.231
H 3.57 -1.63 6.76 0.164
H 5.12 -1.37 6.79 0.163
H 4.09 -0.19 7.14 0.164
H 5.45 -2.43 4.35 0.086
H 4.43 -1.69 3.11 0.099
H 3.61 -2.44 4.46 0.084
H 5.43 -0.02 4.98 0.155
H 2.42 -0.10 4.46 0.138
H 3.62 0.61 3.42 0.143
H 2.67 2.82 3.68 0.097
H 2.46 3.49 5.30 0.095
H 1.52 2.09 4.79 0.090
C -1.54 -6.65 3.61 -0.036
C -2.44 -6.15 4.75 -0.249
C -3.83 -6.85 4.69 -0.202
O -3.75 -8.21 5.01 -0.176
C -5.03 -8.85 5.07 -0.071
N -1.74 -6.46 6.08 0.235
H -1.80 -7.40 6.44 0.166
H -0.75 -6.22 6.07 0.162
H -2.01 -5.83 6.82 0.165
H -2.10 -6.62 2.68 0.102
H -1.20 -7.67 3.72 0.098
H -0.73 -5.96 3.37 0.091
H -2.50 -5.06 4.67 0.159
H -4.43 -6.59 3.82 0.144
H -4.44 -6.37 5.45 0.124
H -5.69 -8.66 4.22 0.099
H -5.55 -8.65 6.01 0.093
H -4.95 -9.94 5.11 0.096
Cl -0.18 -0.59 -0.11 0.577
O -0.76 0.27 0.93 -0.407
O 0.69 -1.56 0.43 -0.405
O -1.22 -1.30 -0.81 -0.387
O 0.55 0.19 -1.05 -0.378
C -4.22 4.78 4.06 -0.176
C -5.74 4.47 4.29 -0.146
C -6.34 4.65 2.88 -0.226
O -5.45 5.50 2.19 -0.146
C -4.27 5.82 3.00 -0.199
H -3.68 3.88 3.76 0.113
H -3.82 5.18 4.99 0.106
H -6.18 5.26 4.90 0.110
H -5.86 3.44 4.62 0.104
H -7.33 5.09 2.99 0.110
H -6.41 3.76 2.25 0.116
H -4.31 6.87 3.28 0.119
H -3.41 5.68 2.35 0.116
C -4.63 -6.20 -1.83 -0.174
C -5.29 -7.57 -1.67 -0.168
C -4.58 -8.33 -2.76 -0.240
O -3.25 -7.88 -2.70 -0.162
C -3.28 -6.42 -2.50 -0.155
H -4.49 -5.75 -0.85 0.097
H -5.19 -5.44 -2.38 0.111
H -6.37 -7.70 -1.73 0.112
H -5.09 -7.96 -0.67 0.104
H -4.89 -8.19 -3.80 0.126
H -4.52 -9.40 -2.57 0.121
H -3.22 -6.03 -3.51 0.111
H -2.40 -5.96 -2.05 0.117
C 0.80 2.44 -7.60 -0.181
C 1.12 2.27 -9.06 -0.183
C 2.57 1.94 -8.92 -0.240
O 2.67 1.08 -7.81 -0.135
C 1.63 1.35 -6.89 -0.186
H -0.27 2.31 -7.44 0.110
H 1.04 3.46 -7.30 0.114
H 0.86 3.21 -9.55 0.116
H 0.64 1.47 -9.63 0.118
H 3.14 2.84 -8.66 0.114
H 3.16 1.59 -9.77 0.122
H 2.01 1.84 -5.99 0.113
H 1.01 0.48 -6.68 0.119
O -5.29 3.59 -5.67 -0.311
S -5.28 2.55 -4.62 0.711
O -6.55 2.25 -3.93 -0.310
O -4.61 1.15 -5.24 -0.275
C -4.96 -0.06 -4.65 -0.302
C -6.18 -0.70 -5.33 -0.072
C -3.89 2.93 -3.44 -0.097
H -5.03 -0.01 -3.56 0.122
H -4.11 -0.68 -4.93 0.121
H -6.18 -0.74 -6.42 0.079
H -7.04 -0.07 -5.10 0.063
H -6.42 -1.71 -5.01 0.072
H -4.00 3.99 -3.20 0.059
H -2.90 2.82 -3.89 0.072
H -4.01 2.47 -2.46 0.068
O 1.37 7.15 -0.67 -0.316
S 2.17 6.95 -1.89 0.701
O 1.57 6.64 -3.15 -0.281
O 3.25 8.26 -2.12 -0.283
C 3.65 9.00 -0.96 -0.304
C 2.75 10.17 -0.88 -0.090
C 3.45 5.60 -1.47 -0.078
H 4.65 9.35 -1.22 0.125
H 3.62 8.41 -0.05 0.114
H 2.91 10.85 -1.72 0.084
H 2.91 10.75 0.02 0.084
H 1.70 9.91 -0.98 0.081
H 3.03 5.01 -0.66 0.052
H 4.39 6.07 -1.20 0.055
H 3.47 4.90 -2.31 0.057
O 10.05 -0.64 -0.69 -0.293
S 9.36 0.25 0.24 0.661
O 9.43 1.69 0.04 -0.288
O 7.79 -0.23 0.39 -0.281
C 6.89 0.10 -0.65 -0.271
C 6.78 -1.06 -1.71 -0.055
C 9.93 -0.19 1.95 -0.104
H 7.11 1.03 -1.17 0.115
H 5.89 0.24 -0.24 0.111
H 6.70 -2.06 -1.28 0.070
H 7.74 -1.14 -2.23 0.066
H 5.90 -0.91 -2.34 0.080
H 9.45 0.45 2.68 0.060
H 11.01 -0.04 1.99 0.069
H 9.69 -1.25 2.08 0.062
```

- multiplicity = 1
- energy above the lowest of the compared OMol25 structures with the same formula, charge and spin (kcal per mole) = 0.0
- energy (Eh) = -4265.873853
- strongest force on any atom (hartree/bohr) = 0.067
- LUMO (eV) = -3.9
- total charge = +1

=====

Entry 8:
Density functional theory data (ωB97M-V/def2-TZVPD) for 2 unconnected molecules or ions with the total composition C4H14N2O2.

Structure (XYZ):
```
22
Properties=species:S:1:pos:R:3:nbo_charge:R:1
N 0.17 -0.74 -1.37 -0.865
C -0.07 0.05 -0.17 -0.072
C 0.54 -0.68 1.03 0.090
C 0.82 0.25 2.19 -0.642
O -0.28 -1.80 1.36 -0.735
C -1.54 0.40 0.06 -0.241
N -2.13 0.96 -1.17 -0.859
H -0.15 -0.22 -2.18 0.381
H -0.33 -1.61 -1.36 0.373
H 0.46 1.00 -0.29 0.184
H 1.47 -1.10 0.65 0.184
H 1.53 1.01 1.88 0.228
H -0.08 0.76 2.51 0.203
H 1.24 -0.27 3.06 0.216
H -0.59 -1.75 2.27 0.473
H -1.59 1.15 0.85 0.170
H -2.07 -0.51 0.31 0.205
H -1.95 1.94 -1.27 0.360
H -3.12 0.75 -1.23 0.366
H 2.99 -0.20 -2.93 0.464
H 1.94 0.12 -1.88 0.486
O 2.74 0.48 -2.30 -0.967
```

- multiplicity = 1
- energy above the lowest of the compared OMol25 structures with the same formula, charge and spin (kcal per mole) = 9.8
- energy (Eh) = -420.789455
- SMILES = C[C@@H](O)[C@@H](N)CN.O
- strongest force on any atom (hartree/bohr) = 0.019
- LUMO (eV) = 0.8